No. 1
15
Properties=species:S:1:pos:R:3 method="wB97M-V/def2-TZVPD" e_lumo_ev="4.27 / 4.25" molar_mass_g_mol=87.122 homo_lumo_gap_ev="3.87 / 8.02" multiplicity=2 total_charge=-1 s_squared=0.75
C -1.878 0.700 -1.193
C -1.905 -0.644 0.707
N -1.185 0.251 -0.008
H -2.709 0.043 -1.487
H -2.350 1.696 -1.084
H -1.134 0.851 -1.987
H -1.558 -1.002 1.674
H -2.827 -1.108 0.342
C 1.576 -0.826 -0.721
C 2.078 0.151 0.022
O 1.621 0.338 1.326
H 1.758 -0.855 -1.789
H 0.948 -1.610 -0.321
H 2.560 1.030 -0.399
H 0.646 0.340 1.150

***

No. 2
20
Properties=species:S:1:pos:R:3 method="wB97M-V/def2-TZVPD" e_lumo_ev=-3.42 molar_mass_g_mol=101.173 homo_lumo_gap_ev=10.33 total_charge=+1 smiles=C[C@H]1C[C@@H]1[C@H](N)[NH3+]
C 1.576 0.324 2.270
C 1.014 0.602 0.881
C 1.431 -0.413 -0.133
C 0.025 -0.340 0.273
C -1.067 0.354 -0.892
N -2.466 0.284 -0.420
N -0.974 -0.540 -2.145
H 2.221 1.123 2.586
H 2.004 -0.624 2.417
H 0.700 0.255 3.014
H 0.795 1.714 0.701
H 1.780 -0.006 -1.127
H 2.144 -1.111 0.379
H -0.560 -1.022 0.887
H -0.872 1.335 -1.285
H -2.638 1.326 -0.127
H -2.918 -0.280 0.175
H -1.960 -1.028 -2.222
H -0.248 -1.317 -2.028
H -0.838 0.051 -2.938

***

Energy relative to the best compared isomer or geometry (same formula, charge and spin) readings, ordered: 133.4; 367.5 kJ/mol